[1]
138
Properties=species:S:1:pos:R:3:mulliken_charge:R:1 method="wB97M-V/def2-TZVPD" e_homo_ev=-8.24 e_above_lowest_ev=7.624 smiles="CCOC(=O)C(F)(F)F.CCOC(=O)C(F)(F)F.CCOC(=O)C(F)(F)F.CCOC(=O)C(F)(F)F.CCOC(=O)C(F)(F)F.CCOC(=O)C(F)(F)F.CCOC(=O)C(F)(F)F.c1cc[nH]c1.c1cc[nH]c1.c1cc[nH]c1.c1cc[nH]c1" homo_lumo_gap_ev=8.4 lumo_ev=0.14
C -1.9461 -2.8094 -8.0003 -0.992
C -1.8166 -4.3179 -7.5690 -0.262
O -3.0099 -4.9818 -7.2492 -0.301
C -3.3713 -5.1268 -5.8905 0.357
O -2.7029 -4.6187 -5.0133 -0.511
C -4.5905 -6.0096 -5.5378 0.879
F -4.1533 -7.0225 -4.9020 -0.245
F -5.3328 -5.3196 -4.7069 -0.243
F -5.2492 -6.4043 -6.5688 -0.235
H -2.1469 -2.6919 -9.0652 0.326
H -1.0471 -2.2156 -7.8349 0.302
H -2.7372 -2.2333 -7.5203 0.277
H -1.0509 -4.5829 -6.8400 0.389
H -1.4843 -4.7635 -8.5066 0.260
C 0.4561 11.8164 -5.6930 -1.098
C 0.6728 10.2572 -5.7517 -0.204
O 0.6128 9.6884 -4.4806 -0.308
C -0.4346 9.7348 -3.6916 0.419
O -1.6280 10.0517 -4.0602 -0.563
C -0.1230 9.2248 -2.2559 0.856
F -0.8855 9.8430 -1.3397 -0.257
F -0.3656 7.9736 -2.1837 -0.245
F 1.1028 9.4198 -1.9365 -0.241
H -0.4691 12.0883 -5.1848 0.329
H 0.3614 12.2944 -6.6680 0.364
H 1.2338 12.2906 -5.0943 0.315
H 1.5262 9.9436 -6.3528 0.314
H -0.2242 9.7679 -6.1312 0.318
C 1.4018 -6.8524 2.5364 -1.008
C 2.5080 -7.4087 3.3463 -0.284
O 2.2026 -7.2950 4.7356 -0.236
C 2.8451 -6.3664 5.5508 0.358
O 3.5324 -5.4076 5.2227 -0.517
C 2.5241 -6.5342 7.0767 0.824
F 3.6121 -6.7341 7.8011 -0.234
F 1.8820 -5.4278 7.4797 -0.225
F 1.7686 -7.6695 7.2317 -0.248
H 1.2297 -5.7950 2.7374 0.298
H 0.4957 -7.4382 2.6907 0.284
H 1.7220 -6.8753 1.4948 0.345
H 3.4982 -7.0257 3.0997 0.364
H 2.6286 -8.4812 3.1936 0.278
C 7.0641 2.3301 5.5772 -1.060
C 6.0216 2.6847 4.4386 -0.273
O 5.2983 3.8313 4.6706 -0.292
C 5.8452 5.0466 4.4444 0.345
O 6.9195 5.2328 3.8759 -0.528
C 5.0514 6.2349 5.0628 0.896
F 3.7704 6.0874 4.7776 -0.254
F 5.3233 6.1387 6.3505 -0.216
F 5.2598 7.4454 4.5184 -0.237
H 6.6227 2.0512 6.5340 0.307
H 7.7317 3.1741 5.7509 0.332
H 7.7164 1.5771 5.1350 0.345
H 5.3454 1.8348 4.5302 0.289
H 6.5945 2.6357 3.5125 0.347
C -3.8285 3.4733 -6.1650 -1.089
C -4.3880 2.5882 -5.0040 -0.253
O -5.6062 1.9576 -5.5127 -0.245
C -6.4870 1.2401 -4.7553 0.325
O -6.4003 1.1161 -3.4749 -0.566
C -7.7440 0.6795 -5.5185 0.886
F -8.6018 -0.0121 -4.7612 -0.211
F -8.3094 1.7934 -6.0119 -0.227
F -7.3960 -0.1132 -6.5863 -0.238
H -4.4838 4.2846 -6.4820 0.310
H -3.6811 2.8696 -7.0605 0.299
H -2.8958 3.9312 -5.8356 0.372
H -4.5007 3.1308 -4.0654 0.330
H -3.6863 1.8265 -4.6642 0.306
C -2.5943 5.7742 8.7992 -1.144
C -3.1803 5.1249 7.5732 -0.193
O -4.4966 4.6980 7.9865 -0.180
C -5.2604 4.0528 7.1247 0.395
O -4.8497 3.7234 5.9665 -0.585
C -6.6984 3.7888 7.7657 0.857
F -7.5171 4.6546 7.2762 -0.247
F -7.0978 2.5834 7.4622 -0.231
F -6.6956 3.9879 9.0693 -0.238
H -1.6978 6.3877 8.7094 0.371
H -2.3226 4.9504 9.4593 0.289
H -3.3727 6.3993 9.2369 0.303
H -2.4772 4.2990 7.4658 0.247
H -3.2939 5.7579 6.6931 0.351
C 7.1247 -4.9087 -2.4166 -1.073
C 8.2148 -5.9330 -1.9330 -0.312
O 9.1523 -6.2950 -2.9937 -0.241
C 10.3757 -6.6185 -2.6796 0.507
O 10.7974 -6.5282 -1.5359 -0.554
C 11.3143 -6.9190 -3.9034 0.780
F 10.5821 -6.7958 -5.0639 -0.246
F 12.3418 -6.0166 -4.0121 -0.242
F 11.8099 -8.1295 -3.8334 -0.216
H 7.6543 -4.2012 -3.0547 0.311
H 6.5180 -4.3521 -1.7022 0.364
H 6.3897 -5.4276 -3.0318 0.277
H 7.7886 -6.7723 -1.3834 0.337
H 8.7091 -5.3854 -1.1306 0.309
C -3.7453 -1.3540 7.8682 -0.430
C -2.5732 -1.5534 7.0388 -0.497
C -2.8960 -2.6231 6.2256 -0.359
N -4.1638 -3.0826 6.5204 0.003
C -4.7029 -2.2538 7.5226 -0.490
H -3.8256 -0.6687 8.6990 0.403
H -1.6405 -1.0106 6.9965 0.387
H -2.4261 -3.1286 5.3949 0.399
H -4.6531 -3.7835 5.9823 0.212
H -5.7159 -2.4885 7.8145 0.373
C 4.7028 2.3632 -6.2591 -0.260
C 4.2989 1.0709 -6.5463 -0.304
C 4.8605 0.7474 -7.7459 -0.604
N 5.5929 1.8370 -8.1707 -0.012
C 5.4122 2.8476 -7.3008 -0.470
H 4.4371 2.9221 -5.3740 0.369
H 3.5881 0.6212 -5.8689 0.375
H 4.8414 -0.2163 -8.2331 0.341
H 6.1694 1.7534 -8.9958 0.207
H 5.8480 3.8301 -7.4061 0.358
C -7.1722 -6.3039 2.6199 -0.240
C -8.3408 -5.6378 3.1432 -0.338
C -8.2266 -4.3998 2.6045 -0.516
N -7.1608 -4.3570 1.7039 -0.007
C -6.4236 -5.4662 1.8096 -0.605
H -7.0484 -7.3590 2.8142 0.363
H -9.1192 -6.1441 3.6946 0.386
H -8.8670 -3.5303 2.6111 0.380
H -6.9734 -3.5838 1.0817 0.202
H -5.6251 -5.6945 1.1191 0.377
C -0.3478 -0.3779 -0.3866 -0.278
C 0.5910 0.5343 0.1158 -0.345
C -0.0162 1.2505 1.1273 -0.659
N -1.3082 0.7131 1.3825 0.012
C -1.4319 -0.2574 0.3904 -0.476
H -0.2714 -1.0417 -1.2350 0.410
H 1.5599 0.6021 -0.3566 0.374
H 0.2980 2.0442 1.7889 0.379
H -1.9492 0.9597 2.1230 0.199
H -2.3983 -0.7349 0.3236 0.385



[2]
125
Properties=species:S:1:pos:R:3:mulliken_charge:R:1 method="wB97M-V/def2-TZVPD" total_charge=+1 e_homo_ev=-11.42 homo_lumo_gap_ev=7.8 lumo_ev=-3.66
C -4.0788 -3.2044 2.8163 -1.024
C -4.1498 -2.5686 1.3223 -0.392
O -2.9526 -1.7852 1.0003 -0.074
B -3.2914 -0.8255 -0.0509 0.634
O -4.1001 -1.4717 -1.0890 -0.627
C -2.7326 0.7124 -0.1188 0.698
C -3.3632 1.5014 1.1750 -1.531
Br -5.3481 1.8659 0.9398 0.004
C -3.2969 0.8011 2.5856 -0.037
C -1.9091 0.3130 3.1736 0.236
Br -4.0021 2.1558 3.9232 -0.073
N -3.4254 1.3500 -1.2683 0.208
C -2.6500 1.4179 -2.5202 -0.986
F -2.1054 0.1754 -3.0030 -0.420
C -3.7195 1.8480 -3.6167 -0.506
C -4.4283 0.5936 -4.3832 -0.848
N -5.4314 -0.1237 -3.5373 -0.364
C -1.5156 2.5340 -2.1344 -0.191
N -0.8000 2.7392 -3.4612 -0.384
P -2.2693 4.2437 -1.8797 0.825
O -3.0600 4.7739 -3.1058 -0.758
O -3.4404 4.3141 -0.5997 -0.493
O -1.0775 5.5057 -1.7225 -0.583
N -0.5465 2.0105 -1.0476 1.967
C 0.1693 3.0216 -0.2246 -0.855
C -0.5196 3.8386 0.9652 0.239
C 0.7373 4.5918 1.7180 -0.582
C 1.1449 3.7342 3.0401 -0.643
O 2.0881 2.6764 2.7437 -0.288
C 1.7298 1.4184 3.3614 -0.239
O 0.3364 1.3372 -1.8792 0.570
C 1.6898 1.5879 -1.9682 -0.383
O 2.1547 2.1575 -3.0055 -0.500
C 2.9042 1.1787 -0.9820 0.451
C 3.3923 -0.2696 -0.7539 -0.313
C 4.5864 -0.5007 0.2104 -0.158
C 5.3417 0.6651 0.9168 -0.558
C 4.8704 2.1385 0.6913 -0.605
C 3.6469 2.3307 -0.2590 -0.192
C -1.1181 0.8534 -0.1977 0.189
C -0.2610 -0.4814 -0.1384 -0.247
C -0.2123 -1.5505 -1.2824 0.070
C 0.5051 -2.9073 -0.7479 0.083
O 1.1771 -3.5660 -1.5926 -0.604
O 0.4518 -3.3506 0.6011 -0.355
H -4.9903 -3.9082 2.9352 0.398
H -3.1500 -3.8665 2.9513 0.226
H -4.1871 -2.4065 3.6344 0.237
H -4.2776 -3.4587 0.6069 0.395
H -5.1082 -1.9251 1.3162 0.241
H -5.0028 -1.0721 -1.0519 0.325
H -2.9409 2.5560 1.2592 0.717
H -4.0455 -0.0748 2.6883 0.633
H -1.5093 -0.6827 2.7891 -0.351
H -2.0310 0.2064 4.3195 0.624
H -1.1491 1.1798 3.0474 -0.457
H -4.3433 0.9788 -1.5221 0.677
H -4.6016 2.3930 -3.1012 0.330
H -3.3777 2.5412 -4.4471 0.498
H -5.0349 1.0998 -5.2300 0.389
H -3.6803 -0.0775 -4.9172 0.183
H -6.3563 0.0194 -3.9866 0.268
H -5.2256 -1.1238 -3.4292 0.235
H -0.1164 3.4988 -3.2328 0.444
H -1.4153 3.1816 -4.1543 0.449
H -3.2853 5.2095 -0.2073 0.384
H -1.3283 6.0766 -0.9586 0.396
H 0.9231 2.4207 0.4319 0.090
H 0.7138 3.8479 -0.8282 0.830
H -1.2296 4.6732 0.7129 0.404
H -0.9445 3.1781 1.8154 -0.386
H 1.6254 4.7564 1.0225 0.247
H 0.3088 5.5795 2.1405 0.398
H 0.2216 3.3418 3.6076 0.344
H 1.6695 4.4499 3.7871 0.358
H 1.3152 1.5611 4.4197 0.382
H 1.0042 0.8036 2.6978 -0.104
H 2.6686 0.7510 3.4746 0.191
H 2.8622 -1.1426 -1.2838 0.468
H 4.9706 -1.5701 0.4504 0.161
H 6.2344 0.5095 1.6031 0.349
H 5.3852 3.0503 1.1631 0.339
H 3.3140 3.4029 -0.4503 0.343
H -0.8976 1.2322 0.8846 -1.960
H -0.5472 -1.0275 0.8468 0.254
H 0.8307 -0.1714 0.1109 0.125
H -1.1799 -1.8472 -1.8040 0.289
H 0.4956 -1.1788 -2.1188 0.157
H 1.3978 -3.4257 0.8926 0.240
C 5.1622 -5.0963 1.1481 -0.492
C 5.9327 -6.1708 1.3225 -0.417
C 6.8226 -6.2937 2.4967 0.240
O 7.5262 -7.2709 2.6556 -0.527
C 6.8238 -5.1805 3.4700 -0.518
C 6.0531 -4.1064 3.2949 -0.094
C 5.1635 -3.9838 2.1210 0.491
O 4.4548 -3.0000 1.9614 -0.448
H 4.5051 -4.9897 0.2936 0.484
H 5.9429 -6.9947 0.6196 0.435
H 7.4806 -5.2869 4.3243 0.434
H 6.0429 -3.2823 3.9979 0.474
C 2.8883 -3.2357 4.7313 0.015
C 1.7648 -2.7673 4.1873 -0.042
C 0.5232 -2.6421 4.9789 -0.103
O -0.5038 -2.2153 4.4808 -0.319
C 0.5753 -3.0549 6.3976 -0.482
C 1.6994 -3.5237 6.9424 -0.451
C 2.9414 -3.6485 6.1497 0.310
O 3.9679 -4.0735 6.6447 -0.559
H 3.8036 -3.3336 4.1662 0.135
H 1.7103 -2.4598 3.1498 0.551
H -0.3429 -2.9559 6.9631 0.462
H 1.7546 -3.8309 7.9794 0.422
C 0.3966 0.9173 -6.7234 -0.280
C -0.8547 0.8712 -6.2648 -0.229
C -1.9955 0.6245 -7.1720 0.139
O -3.1403 0.5846 -6.7525 -0.512
C -1.6961 0.4290 -8.6062 -0.459
C -0.4446 0.4749 -9.0654 -0.537
C 0.6965 0.7218 -8.1582 0.066
O 1.8377 0.7619 -8.5752 -0.533
H 1.2438 1.0977 -6.0729 0.584
H -1.0909 1.0113 -5.2172 0.773
H -2.5434 0.2486 -9.2559 0.441
H -0.2080 0.3346 -10.1128 0.415